A 2-piece molecular cluster, C3H9NO2S2 overall, computed with ωB97M-V with the def2-TZVPD basis set.

Last columns: bonded neighbours and bond lengths (Å).
Atoms and positions in Å:
1 S 0.14 -1.40 -3.16  S2 2.022, H8 1.404
2 S -1.47 -0.86 -2.06  S1 2.022, C3 1.875
3 C -1.22 -0.37 -0.27  S2 1.875, C4 1.526, H9 1.078, H10 1.088
4 C -1.08 1.15 -0.17  C3 1.526, C5 1.507, H11 1.090, H12 1.084
5 C -0.54 1.58 1.17  C4 1.507, N6 1.365, O7 1.220
6 N 0.79 1.88 1.23  C5 1.365, H13 1.007, H14 1.010
7 O -1.20 1.63 2.19  C5 1.220
8 H 0.40 -2.77 -3.32  S1 1.404
9 H -2.15 -0.71 0.16  C3 1.078
10 H -0.38 -0.86 0.22  C3 1.088
11 H -2.01 1.69 -0.36  C4 1.090
12 H -0.36 1.50 -0.90  C4 1.084
13 H 1.25 2.51 0.60  N6 1.007
14 H 1.14 2.03 2.17  N6 1.010
15 H 2.55 -2.48 1.52  O17 0.963
16 H 1.99 -1.81 0.32  O17 0.962
17 O 2.15 -2.69 0.67  H15 0.963, H16 0.962

Computed properties:
E_HOMO (spin up / spin down) ... 0.10 / -4.25 eV
Energy ... -30512.070 eV
ΔE to the lowest compared entry with this formula, charge and spin ... 1.385 eV
2S+1 ... 2
Net charge ... -1
E_LUMO (spin up / spin down) ... 2.999 / 2.985 eV



A 2-piece molecular cluster, C3H9NO2S2 overall, computed with ωB97M-V with the def2-TZVPD basis set.

Last columns: bonded neighbours and bond lengths (Å).
Atoms and positions in Å:
1 S 1.04 1.09 3.54  S2 1.959, H8 1.344
2 S -0.07 1.44 1.96  S1 1.959, C3 1.792
3 C 0.00 0.09 0.79  S2 1.792, C4 1.551, H9 1.078, H10 1.109
4 C 0.77 0.59 -0.46  C3 1.551, N5 1.443, H11 1.094, H12 1.102
5 N 0.28 -0.17 -1.60  C4 1.443, C6 1.354, H13 1.013
6 C 1.06 -0.93 -2.39  N5 1.354, O7 1.211, H14 1.097
7 O 0.73 -1.71 -3.25  C6 1.211
8 H 2.36 1.27 3.33  S1 1.344
9 H 0.48 -0.82 1.12  C3 1.078
10 H -1.05 -0.10 0.47  C3 1.109
11 H 1.79 0.25 -0.30  C4 1.094
12 H 0.75 1.68 -0.59  C4 1.102
13 H -0.70 -0.40 -1.72  N5 1.013
14 H 2.12 -0.83 -2.13  C6 1.097
15 H -3.13 -0.81 1.08  O17 0.968
16 H -3.61 -0.06 -0.03  O17 0.977
17 O -2.82 -0.59 0.19  H15 0.968, H16 0.977

Computed properties:
E_HOMO ... -9.05 eV
Energy ... -30512.061 eV
ΔE to the lowest compared entry with this formula, charge and spin ... 1.302 eV
SMILES ... O=CNCCSS.O
E_LUMO ... 0.254 eV



A 2-piece molecular cluster, C3H9NO3 overall, computed with ωB97M-V with the def2-TZVPD basis set.

Last columns: bonded neighbours and bond lengths (Å).
Atoms and positions in Å:
1 O 0.04 -2.40 -0.95  C2 1.194
2 C 0.69 -1.85 -0.11  O1 1.194, C3 1.524, H7 1.106
3 C 0.38 -0.57 0.65  C2 1.524, N4 1.444, H8 1.097, H9 1.092
4 N -0.89 0.00 0.27  C3 1.444, C5 1.435, H10 1.000
5 C -1.11 1.36 0.66  N4 1.435, O6 1.416, H11 1.090, H12 1.095
6 O -1.41 1.58 2.02  C5 1.416, H13 0.973
7 H 1.69 -2.24 0.18  C2 1.106
8 H 0.41 -0.77 1.73  C3 1.097
9 H 1.18 0.11 0.37  C3 1.092
10 H -1.71 -0.57 0.21  N4 1.000
11 H -1.97 1.67 0.06  C5 1.090
12 H -0.27 2.02 0.41  C5 1.095
13 H -0.58 1.68 2.51  O6 0.973
14 H 1.57 0.13 -3.36  O16 0.960
15 H 0.78 -0.48 -2.12  O16 0.973
16 O 1.17 0.32 -2.51  H14 0.960, H15 0.973

Computed properties:
E_HOMO ... -9.30 eV
Energy ... -10888.567 eV
ΔE to the lowest compared entry with this formula, charge and spin ... 2.015 eV
SMILES ... O=CCNCO.O
E_LUMO ... 0.742 eV



A 2-piece molecular cluster, C3H9NO3 overall, computed with ωB97M-V with the def2-TZVPD basis set.

Last columns: bonded neighbours and bond lengths (Å).
Atoms and positions in Å:
1 O -2.63 0.18 -0.49  C3 1.197
2 O 0.65 1.17 -0.55  C5 1.415, H7 0.980
3 C -1.45 0.00 -0.60  O1 1.197, N4 1.366, C5 1.558
4 N -0.85 -1.10 -0.06  C3 1.366, C6 1.496, H8 1.023
5 C -0.51 0.99 -1.35  O2 1.415, C3 1.558, H9 1.107, H10 1.107
6 C -1.55 -2.14 0.76  N4 1.496, H11 1.103, H12 1.103, H13 1.103
7 H 1.09 0.30 -0.56  O2 0.980
8 H 0.14 -1.17 -0.29  N4 1.023
9 H -0.32 0.61 -2.37  C5 1.107
10 H -1.02 1.97 -1.44  C5 1.107
11 H -2.57 -2.29 0.36  C6 1.103
12 H -1.63 -1.82 1.81  C6 1.103
13 H -1.01 -3.11 0.72  C6 1.103
14 O 4.11 1.96 1.64  H15 0.984, H16 0.984
15 H 3.73 2.87 1.64  O14 0.984
16 H 3.81 1.57 0.79  O14 0.984

Computed properties:
E_HOMO ... -9.67 eV
Energy ... -10889.072 eV
ΔE to the lowest compared entry with this formula, charge and spin ... 1.510 eV
SMILES ... CNC(=O)CO.O
E_LUMO ... 0.297 eV



A 2-piece molecular cluster, C3H9NO3 overall, computed with ωB97M-V with the def2-TZVPD basis set.

Last columns: bonded neighbours and bond lengths (Å).
Atoms and positions in Å:
1 O -2.21 -0.43 2.28  C3 1.251
2 O -2.08 -1.31 0.20  C3 1.335, H7 0.996
3 C -1.72 -0.42 1.13  O1 1.251, O2 1.335, C5 1.549
4 N -0.69 -0.41 -1.73  C6 1.487, H8 1.026, H9 1.026
5 C -0.76 0.63 0.52  C3 1.549, C6 1.573, H10 1.107, H11 1.107
6 C 0.17 0.15 -0.65  N4 1.487, C5 1.573, H12 1.107, H13 1.107
7 H -1.53 -1.09 -0.61  O2 0.996
8 H -0.08 -0.99 -2.32  N4 1.026
9 H -1.09 0.31 -2.34  N4 1.026
10 H -0.09 1.04 1.30  C5 1.107
11 H -1.32 1.48 0.08  C5 1.107
12 H 0.86 -0.64 -0.29  C6 1.107
13 H 0.78 0.99 -1.04  C6 1.107
14 O 3.13 0.54 0.92  H15 0.984, H16 0.984
15 H 2.65 -0.29 1.14  O14 0.984
16 H 3.99 0.46 1.39  O14 0.984

Computed properties:
E_HOMO ... -9.86 eV
Energy ... -10889.590 eV
ΔE to the lowest compared entry with this formula, charge and spin ... 0.991 eV
SMILES ... NCCC(=O)O.O
E_LUMO ... 0.371 eV



A 2-piece molecular cluster, C3H9NO3 overall, computed with ωB97M-V with the def2-TZVPD basis set.

Last columns: bonded neighbours and bond lengths (Å).
Atoms and positions in Å:
1 C 0.76 0.30 0.64  C2 1.523, N6 1.497, H7 1.078, H8 1.099
2 C -0.73 0.63 0.63  C1 1.523, C3 1.521, H9 1.086, H10 1.141
3 C -1.39 0.77 -0.73  C2 1.521, O4 1.324, O5 1.212
4 O -2.04 -0.30 -1.15  C3 1.324, H11 0.988
5 O -1.45 1.80 -1.36  C3 1.212
6 N 1.05 0.09 2.09  C1 1.497, H12 1.012, H13 0.998
7 H 1.33 1.14 0.28  C1 1.078
8 H 1.06 -0.65 0.18  C1 1.099
9 H -1.07 1.47 1.23  C2 1.086
10 H -1.24 -0.32 1.02  C2 1.141
11 H -2.91 -0.24 -1.61  O4 0.988
12 H 0.96 0.95 2.62  N6 1.012
13 H 1.96 -0.30 2.24  N6 0.998
14 H 1.47 -1.58 -2.74  O16 0.965
15 H 1.43 -1.96 -1.24  O16 1.073
16 O 0.80 -1.82 -2.10  H14 0.965, H15 1.073

Computed properties:
E_HOMO ... -9.50 eV
Energy ... -10888.848 eV
ΔE to the lowest compared entry with this formula, charge and spin ... 1.734 eV
SMILES ... NCCC(=O)O.O
E_LUMO ... 0.545 eV



A 2-piece molecular cluster, C3H9NO3 overall, computed with ωB97M-V with the def2-TZVPD basis set.

Last columns: bonded neighbours and bond lengths (Å).
Atoms and positions in Å:
1 O -0.12 1.39 0.44  C3 1.191
2 O -1.04 0.51 -1.41  C3 1.323, H7 0.996
3 C -0.67 0.51 -0.14  O1 1.191, O2 1.323, C5 1.522
4 N 0.73 -2.27 -0.71  C6 1.429, H8 1.026, H9 1.026
5 C -0.88 -0.86 0.49  C3 1.522, C6 1.551, H10 1.107, H11 1.107
6 C 0.47 -1.64 0.54  N4 1.429, C5 1.551, H12 1.107, H13 1.107
7 H -1.03 1.37 -1.92  O2 0.996
8 H 1.68 -2.65 -0.62  N4 1.026
9 H 0.75 -1.65 -1.53  N4 1.026
10 H -1.72 -1.42 0.04  C5 1.107
11 H -1.13 -0.66 1.55  C5 1.107
12 H 0.41 -2.35 1.39  C6 1.107
13 H 1.29 -0.92 0.77  C6 1.107
14 O 0.70 3.72 0.14  H15 0.984, H16 0.984
15 H 0.15 4.15 0.83  O14 0.984
16 H 0.41 2.78 0.15  O14 0.984

Computed properties:
E_HOMO ... -9.65 eV
Energy ... -10889.516 eV
ΔE to the lowest compared entry with this formula, charge and spin ... 1.065 eV
SMILES ... NCCC(=O)O.O
E_LUMO ... 0.488 eV



A 2-piece molecular cluster, C3H9NO3 overall, computed with ωB97M-V with the def2-TZVPD basis set.

Last columns: bonded neighbours and bond lengths (Å).
Atoms and positions in Å:
1 O -0.77 0.12 2.48  C2 1.193
2 C -0.36 0.17 1.36  O1 1.193, O3 1.374, C4 1.513
3 O 0.94 0.54 1.10  C2 1.374, H7 0.967
4 C -1.08 -0.14 0.07  C2 1.513, C5 1.515, N6 1.449, H8 1.068
5 C -1.41 1.11 -0.73  C4 1.515, H9 1.086, H10 1.102, H11 1.087
6 N -0.40 -1.20 -0.64  C4 1.449, H12 1.012, H13 1.017
7 H 1.38 0.79 1.93  O3 0.967
8 H -1.97 -0.58 0.46  C4 1.068
9 H -1.89 1.90 -0.16  C5 1.086
10 H -0.43 1.51 -1.04  C5 1.102
11 H -1.93 0.93 -1.66  C5 1.087
12 H -0.93 -1.45 -1.47  N6 1.012
13 H 0.58 -1.03 -0.85  N6 1.017
14 H 3.05 -1.64 -0.33  O16 0.960
15 H 2.47 -0.26 0.11  O16 0.969
16 O 2.76 -0.79 -0.65  H14 0.960, H15 0.969

Computed properties:
E_HOMO ... -9.48 eV
Energy ... -10889.909 eV
ΔE to the lowest compared entry with this formula, charge and spin ... 0.672 eV
SMILES ... C[C@@H](N)C(=O)O.O
E_LUMO ... 0.533 eV



A 2-piece molecular cluster, C3H9NO3 overall, computed with ωB97M-V with the def2-TZVPD basis set.

Last columns: bonded neighbours and bond lengths (Å).
Atoms and positions in Å:
1 O -1.91 -0.77 0.17  C2 1.204
2 C -0.75 -0.57 0.43  O1 1.204, C3 1.526, H7 1.104
3 C -0.09 0.71 0.93  C2 1.526, N4 1.526, H8 1.081, H9 1.087
4 N 0.91 0.50 -0.20  C3 1.526, C5 1.491, H10 1.007
5 C 2.37 0.59 0.07  N4 1.491, O6 1.403, H11 1.089, H12 1.091
6 O 2.99 -0.39 -0.71  C5 1.403, H13 0.965
7 H -0.13 -1.36 0.88  C2 1.104
8 H 0.27 0.71 1.95  C3 1.081
9 H -0.65 1.60 0.64  C3 1.087
10 H 0.70 1.17 -0.92  N4 1.007
11 H 2.66 1.60 -0.22  C5 1.089
12 H 2.49 0.45 1.15  C5 1.091
13 H 2.23 -0.95 -0.91  O6 0.965
14 H -3.72 -0.98 -0.34  O16 0.966
15 H -3.27 -1.17 -1.71  O16 0.962
16 O -4.10 -1.14 -1.21  H14 0.966, H15 0.962

Computed properties:
E_HOMO ... -9.99 eV
Energy ... -10887.282 eV
ΔE to the lowest compared entry with this formula, charge and spin ... 3.299 eV
SMILES ... O=CCNCO.O
E_LUMO ... 0.595 eV



A 2-piece molecular cluster, C3H9NO3 overall, computed with ωB97M-V with the def2-TZVPD basis set.

Last columns: bonded neighbours and bond lengths (Å).
Atoms and positions in Å:
1 O -0.36 0.65 -2.05  C2 1.207
2 C 0.43 -0.08 -1.51  O1 1.207, C3 1.526, H7 1.103
3 C 1.01 0.20 -0.13  C2 1.526, C4 1.542, N6 1.480, H8 1.098
4 C -0.01 0.86 0.81  C3 1.542, O5 1.472, H9 1.093, H10 1.088
5 O 0.70 0.75 2.10  C4 1.472, H11 0.964
6 N 1.62 -1.07 0.32  C3 1.480, H12 1.012, H13 1.018
7 H 0.95 -0.84 -2.11  C2 1.103
8 H 1.85 0.89 -0.31  C3 1.098
9 H -0.99 0.39 0.96  C4 1.093
10 H -0.13 1.89 0.49  C4 1.088
11 H 0.24 1.42 2.61  O5 0.964
12 H 1.73 -0.99 1.32  N6 1.012
13 H 1.05 -1.82 -0.06  N6 1.018
14 H -1.97 -0.53 -0.63  O16 0.963
15 H -3.30 -0.73 -1.30  O16 0.958
16 O -2.81 -0.99 -0.51  H14 0.963, H15 0.958

Computed properties:
E_HOMO ... -9.80 eV
Energy ... -10888.360 eV
ΔE to the lowest compared entry with this formula, charge and spin ... 2.222 eV
SMILES ... N[C@@H](C=O)CO.O
E_LUMO ... 0.450 eV



A 2-piece molecular cluster, C3H9NO3 overall, computed with ωB97M-V with the def2-TZVPD basis set.

Last columns: bonded neighbours and bond lengths (Å).
Atoms and positions in Å:
1 C -0.70 -0.61 -0.69  N2 1.504, C6 1.574, H7 1.039, H8 1.169
2 N 0.77 -0.69 -1.01  C1 1.504, C3 1.399, H9 1.087
3 C 1.59 0.37 -0.61  N2 1.399, O4 1.395, O5 1.210
4 O 2.92 0.00 -0.41  C3 1.395, H10 0.924
5 O 1.20 1.50 -0.37  C3 1.210
6 C -0.99 -1.38 0.66  C1 1.574, H11 1.108, H12 1.106, H13 1.049
7 H -1.20 -1.04 -1.49  C1 1.039
8 H -1.04 0.50 -0.58  C1 1.169
9 H 1.11 -1.72 -0.90  N2 1.087
10 H 3.34 0.44 -1.10  O4 0.924
11 H -2.10 -1.36 0.69  C6 1.108
12 H -0.74 -2.44 0.51  C6 1.106
13 H -0.64 -1.04 1.59  C6 1.049
14 H -1.47 3.00 1.67  O16 0.952
15 H -0.58 2.23 0.96  O16 0.893
16 O -1.47 2.25 1.08  H14 0.952, H15 0.893

Computed properties:
E_HOMO ... -10.03 eV
Energy ... -10889.323 eV
ΔE to the lowest compared entry with this formula, charge and spin ... 1.258 eV
SMILES ... CCNC(=O)O.O
E_LUMO ... 0.726 eV



A 2-piece molecular cluster, C3H9NO3 overall, computed with ωB97M-V with the def2-TZVPD basis set.

Last columns: bonded neighbours and bond lengths (Å).
Atoms and positions in Å:
1 C 0.46 0.97 0.41  C2 1.494, N6 1.474, H7 1.086, H8 1.105
2 C 0.83 0.61 -0.99  C1 1.494, C3 1.517, H9 1.084, H10 1.083
3 C 0.08 1.47 -1.99  C2 1.517, O4 1.360, O5 1.195
4 O -0.10 0.81 -3.17  C3 1.360, H11 0.978
5 O -0.33 2.57 -1.80  C3 1.195
6 N 1.03 0.14 1.49  C1 1.474, H12 1.016, H13 1.016
7 H 0.61 2.03 0.60  C1 1.086
8 H -0.64 0.93 0.42  C1 1.105
9 H 1.83 0.99 -1.17  C2 1.084
10 H 0.68 -0.41 -1.31  C2 1.083
11 H -0.67 1.36 -3.74  O4 0.978
12 H 0.30 0.03 2.19  N6 1.016
13 H 1.17 -0.78 1.06  N6 1.016
14 H -0.98 -3.37 2.70  O16 0.971
15 H -2.42 -3.71 3.02  O16 0.953
16 O -1.82 -3.65 2.28  H14 0.971, H15 0.953

Computed properties:
E_HOMO ... -9.57 eV
Energy ... -10889.574 eV
ΔE to the lowest compared entry with this formula, charge and spin ... 1.007 eV
SMILES ... NCCC(=O)O.O
E_LUMO ... 0.587 eV



Q: What is the energy in the fourth record?
A: -10889.072 eV



Q: The lowest energy belongs to which entry?
A: number 1